Below is a structure of composition C18H30ClN3O6Ti, with properties calculated with ωB97M-V with the def2-TZVPD basis set.

As for the HOMO-LUMO gap: 0.2873 hartree. The value obtained for the calculated total energy is -2629.209735 hartree. The energy above the lowest of the compared OMol25 structures with the same formula, charge and spin comes out at 0.9 kcal per mole.

Geometry (Å):
Ti  0.269  -1.180  -1.149
C  -2.845  -1.566  0.653
C  -1.856  -2.340  1.526
O  -0.672  -1.576  1.629
C  0.300  -2.171  2.464
C  1.308  -1.101  2.840
O  1.882  -0.436  1.740
C  3.035  -1.027  1.186
C  2.740  -2.248  0.302
O  1.498  -2.129  -0.344
C  0.513  -1.242  -3.215
C  -0.446  -0.052  -3.369
O  -0.696  0.470  -2.026
C  -2.004  1.001  -1.778
C  -2.888  -0.061  -1.170
O  -2.127  -0.614  -0.115
H  -3.583  -1.031  1.260
H  -3.367  -2.262  -0.009
H  -1.638  -3.314  1.082
H  -2.285  -2.497  2.523
H  0.757  -3.027  1.957
H  -0.164  -2.539  3.388
H  2.082  -1.544  3.480
H  0.788  -0.333  3.416
H  3.737  -1.327  1.974
H  3.508  -0.247  0.595
H  2.724  -3.170  0.888
H  3.531  -2.344  -0.447
H  0.056  -2.070  -3.740
H  1.515  -1.023  -3.573
H  -1.389  -0.397  -3.796
H  -0.032  0.731  -4.006
H  -2.413  1.403  -2.705
H  -1.860  1.797  -1.050
H  -3.178  -0.846  -1.878
H  -3.797  0.421  -0.791
Cl  -1.215  -2.967  -1.608
N  1.750  0.346  -1.278
C  2.670  0.562  -1.965
C  3.758  0.792  -2.760
C  3.616  1.594  -3.922
N  3.500  2.245  -4.866
C  4.987  0.172  -2.412
N  5.983  -0.333  -2.130
C  -3.252  2.004  2.181
C  -1.825  1.509  2.343
O  -1.021  1.874  1.236
C  -0.242  3.037  1.459
C  0.543  3.340  0.204
H  -3.837  1.808  3.081
H  -3.735  1.503  1.340
H  -3.270  3.078  1.992
H  -1.794  0.420  2.403
H  -1.390  1.908  3.267
H  0.436  2.867  2.305
H  -0.891  3.884  1.721
H  1.124  2.467  -0.090
H  1.224  4.174  0.375
H  -0.123  3.611  -0.617